Molecular formula: C18H38F4N16O8S
Method: DFT, ωB97M-V with the def2-TZVPD basis set

- Total charge: 0
- Structure (SMILES): CC[C@@H](F)c1cc(COC(F)(F)F)cc2nsnc12.NC(N)=O.NC(N)=O.NC(N)=O.NC(N)=O.NC(N)=O.NC(N)=O.NC(N)=O
- F_max: 7.4 eV/A
- Total energy: -81204.216 eV
- HOMO level: -8.11 eV

Each atom is followed by the atoms it is bonded to, with distances in Å.
Element x y z (Å)
1 S -2.151 -0.226 -0.050  N19 1.752, N23 1.757
2 F 3.410 -4.140 -3.424  C35 1.480
3 F 4.391 -2.791 -5.168  C35 1.511
4 F 1.170 -0.189 -5.621  C47 1.511
5 F 5.768 -4.321 -3.929  C35 1.510
6 O 4.926 -2.234 -2.892  C35 1.470, C37 1.471
7 O -4.835 2.867 -1.926  C32 1.221
8 O 5.720 1.348 -4.454  C41 1.221
9 O 0.934 0.015 3.958  C30 1.221
10 O -3.391 0.691 -4.932  C31 1.221
11 O -4.050 0.101 5.404  C40 1.221
12 O -1.373 -0.380 8.736  C42 1.221
13 O 4.675 -0.616 3.150  C39 1.221
14 N -4.162 5.015 -2.025  C32 1.345, H75 1.006, H84 1.012
15 N -2.272 1.504 7.891  C42 1.345, H61 1.006, H80 1.012
16 N -2.610 0.958 10.061  C42 1.345, H63 1.012, H69 1.006
17 N -0.898 -1.206 3.479  C30 1.345, H72 1.012, H77 1.006
18 N -3.939 3.669 -3.831  C32 1.345, H50 1.006, H67 1.012
19 N -0.796 -1.049 0.696  S1 1.752, C33 1.527
20 N -5.223 -0.530 -5.411  C31 1.345, H66 1.006, H78 1.012
21 N 5.142 -2.711 3.834  C39 1.345, H60 1.006, H83 1.012
22 N 7.823 1.253 -5.256  C41 1.345, H71 1.012, H79 1.006
23 N -1.705 0.246 -1.683  S1 1.757, C46 1.524
24 N -0.452 -0.616 5.618  C30 1.345, H73 1.012, H81 1.006
25 N 3.311 -1.639 4.623  C39 1.345, H59 1.006, H62 1.012
26 N -4.777 0.060 -3.272  C31 1.345, H70 1.006, H85 1.012
27 N -5.436 -0.530 7.064  C40 1.345, H74 1.012, H76 1.006
28 N 6.672 -0.655 -4.856  C41 1.345, H57 1.006, H65 1.012
29 N -5.882 -1.120 4.925  C40 1.345, H55 1.006, H64 1.012
30 C -0.074 -0.565 4.328  O9 1.221, N17 1.345, N24 1.345
31 C -4.399 0.111 -4.562  O10 1.221, N20 1.345, N26 1.345
32 C -4.343 3.791 -2.554  O7 1.221, N14 1.345, N18 1.345
33 C 0.264 -1.040 -0.403  N19 1.527, C34 1.639, C46 1.670
34 C 1.737 -1.739 -0.238  C33 1.639, C45 1.655, H49 1.186
35 C 4.614 -3.358 -3.786  F2 1.480, F3 1.511, F5 1.510, O6 1.470
36 C 2.245 -0.913 -2.921  C44 1.657, C45 1.644, H51 1.188
37 C 4.268 -2.353 -1.583  O6 1.471, C45 1.671, H52 1.179, H53 1.194
38 C 0.701 2.075 -4.618  C43 1.667, C47 1.648, H56 1.190, H58 1.170
39 C 4.394 -1.593 3.826  O13 1.221, N21 1.345, N25 1.345
40 C -5.058 -0.479 5.774  O11 1.221, N27 1.345, N29 1.345
41 C 6.677 0.690 -4.832  O8 1.221, N22 1.345, N28 1.345
42 C -2.042 0.630 8.886  O12 1.221, N15 1.345, N16 1.345
43 C -0.015 2.644 -6.011  C38 1.667, H54 1.184, H68 1.185, H82 1.186
44 C 0.748 -0.221 -3.083  C36 1.657, C46 1.654, C47 1.645
45 C 2.743 -1.673 -1.551  C34 1.655, C36 1.644, C37 1.671
46 C -0.279 -0.283 -1.789  N23 1.524, C33 1.670, C44 1.654
47 C 0.360 0.465 -4.526  F4 1.511, C38 1.648, C44 1.645, H48 1.188
48 H -0.781 0.325 -4.826  C47 1.188
49 H 2.117 -2.307 0.732  C34 1.186
50 H -3.532 4.419 -4.364  N18 1.006
51 H 2.951 -0.838 -3.874  C36 1.188
52 H 4.283 -3.440 -1.124  C37 1.179
53 H 4.904 -1.676 -0.832  C37 1.194
54 H 0.579 3.558 -6.473  C43 1.184
55 H -6.716 -1.604 5.210  N29 1.006
56 H 1.861 2.295 -4.766  C38 1.190
57 H 7.450 -1.213 -5.163  N28 1.006
58 H 0.226 2.646 -3.714  C38 1.170
59 H 3.064 -2.435 5.187  N25 1.006
60 H 4.927 -3.526 4.383  N21 1.006
61 H -2.821 2.341 7.995  N15 1.006
62 H 2.721 -0.818 4.647  N25 1.012
63 H -2.461 0.326 10.837  N16 1.012
64 H -5.634 -1.106 3.944  N29 1.012
65 H 5.828 -1.118 -4.544  N28 1.012
66 H -6.057 -1.014 -5.125  N20 1.006
67 H -4.058 2.764 -4.267  N18 1.012
68 H -1.139 2.975 -5.829  C43 1.185
69 H -3.164 1.785 10.204  N16 1.006
70 H -5.604 -0.413 -2.948  N26 1.006
71 H 7.869 2.263 -5.254  N22 1.012
72 H -0.649 -1.192 2.498  N17 1.012
73 H 0.140 -0.146 6.290  N24 1.012
74 H -4.844 -0.060 7.736  N27 1.012
75 H -3.759 5.788 -2.526  N14 1.006
76 H -6.263 -1.003 7.388  N27 1.006
77 H -1.732 -1.690 3.765  N17 1.006
78 H -4.975 -0.516 -6.392  N20 1.012
79 H 8.622 0.728 -5.571  N22 1.006
80 H -1.863 1.295 6.990  N15 1.012
81 H -1.279 -1.089 5.942  N24 1.006
82 H -0.067 1.764 -6.804  C43 1.186
83 H 5.966 -2.718 3.247  N21 1.012
84 H -4.453 5.149 -1.065  N14 1.012
85 H -4.185 0.530 -2.600  N26 1.012

Here are the Löwdin charges for atoms 1 to 5, given in e: 0.887 0.051 0.018 -0.126 0.019